An isolated molecule of C4H8N2O2 at a distorted geometry. Source: the Open Molecules 2025 dataset; level of theory: wB97M-V/def2-TZVPD.

For the maximum force, the calculation gives 0.04042 Eh/bohr. The energy above the lowest of the compared OMol25 structures with the same formula, charge and spin is 428.9 kJ/mol. Its total energy is -11349.66794 eV.

Structure (ORCA input):
```
! wB97M-V def2-TZVPD RIJCOSX def2/J DEFGRID3
* xyz 0 1
C -1.349 -0.062 -1.389
C 1.631 0.198 -0.232
N -1.093 -1.129 -0.644
C 0.461 -0.067 0.722
C -0.573 1.115 0.770
O 0.960 -0.238 2.022
N -0.338 -1.226 0.399
O -0.449 2.183 0.227
H 0.739 -1.120 2.344
H -1.741 -1.914 -0.698
H -0.580 0.621 -1.696
H -2.180 -0.136 -2.072
H -1.275 0.962 1.617
H 2.068 -0.749 -0.547
H 1.344 0.764 -1.114
H 2.374 0.798 0.290
*
```